# C23H32IrN7O3PS

C23H32IrN7O3PS as an isolated structure (ωB97M-V/def2-TZVPD, the OMol25 dataset).

Atoms and positions in Å:
Ir 0.0426 -0.1830 0.8399
N 4.1665 -0.6392 -0.3780
C 2.9052 -0.8941 -0.1299
N 2.0486 0.0001 0.3307
C 2.5021 1.3285 0.5503
N 1.6872 2.2736 0.9128
N 0.4113 1.8033 1.0252
C -0.5985 2.5767 1.1525
C -1.9162 1.9096 1.1668
C -3.0891 2.6227 1.2143
C -4.3085 1.9400 1.1647
C -4.2948 0.5668 1.0550
C -3.0752 -0.1017 1.0059
N -1.9052 0.5371 1.0717
C 3.8990 1.6286 0.3275
C 4.4337 2.9045 0.5531
C 5.7667 3.1372 0.3038
C 6.5899 2.1108 -0.1720
C 6.0832 0.8470 -0.4001
C 4.7380 0.6211 -0.1499
H 4.7491 -1.3723 -0.7626
H 2.5560 -1.9000 -0.3054
H -0.4807 3.6547 1.2070
H -3.0538 3.7032 1.2646
H -5.2423 2.4850 1.2064
H -5.2122 -0.0030 1.0066
H -3.0420 -1.1781 0.9243
H 3.7881 3.6906 0.9169
H 6.1813 4.1215 0.4717
H 7.6352 2.3087 -0.3674
H 6.7196 0.0508 -0.7663
C 2.5399 -4.8128 0.2239
C 1.3035 -4.2408 -0.4175
O 0.5809 -3.4725 0.5929
P -0.5649 -2.4040 0.4514
O -1.7018 -2.9623 1.3860
C -1.5403 -3.5056 2.7375
C -2.0907 -4.9081 2.7737
O -1.2191 -2.4073 -0.9627
C -2.2827 -3.2911 -1.5075
C -1.7155 -4.5205 -2.1653
H 3.0560 -5.4540 -0.4904
H 2.2717 -5.4182 1.0882
H 3.2248 -4.0288 0.5528
H 0.6434 -5.0242 -0.7780
H 1.5317 -3.5934 -1.2670
H -2.0930 -2.8352 3.3958
H -0.4853 -3.4882 3.0059
H -3.1600 -4.9196 2.5670
H -1.9303 -5.3336 3.7647
H -1.5838 -5.5376 2.0431
H -2.7943 -2.6521 -2.2207
H -2.9543 -3.5354 -0.6874
H -0.8916 -4.2622 -2.8304
H -2.4962 -4.9824 -2.7698
H -1.3860 -5.2578 -1.4339
S 0.9575 -0.8164 2.8250
C 0.0591 -0.2341 4.1852
N 0.4153 -0.5853 5.4065
C -0.3956 0.0920 6.4379
C -1.4104 0.8885 5.5902
N -0.9825 0.5780 4.2097
H 1.2174 -1.1580 5.6183
H 0.2334 0.7334 7.0509
H -0.8739 -0.6438 7.0794
H -1.3499 1.9594 5.7696
H -2.4349 0.5612 5.7517
H -1.3982 0.9805 3.3907

Cartesian forces (eV/Å) of the 6 atoms listed first:
0.042 -0.202 -0.650
0.061 0.070 -0.028
-0.048 -0.110 0.070
0.034 0.157 -0.003
0.031 -0.036 -0.042
-0.142 -0.086 0.025

Properties
Net charge: +3
Total energy, hartree: -2347.76149
Frontier orbital gap, hartree: 0.2315
E_LUMO, eV: -10.361
HOMO energy, eV: -16.66
ΔE to the lowest compared entry with this formula, charge and spin, kJ/mol: 16.30

Atomic partial charges in e from the Mulliken method, atoms 1 to 4: atom 1 (Ir): 1.090, atom 2 (N): 0.202, atom 3 (C): -0.268, atom 4 (N): -0.467